{"formula": "C41H23AsHfN10OS4", "method": "ωB97M-V/def2-TZVPD", "species": ["Hf", "As", "S", "S", "S", "S", "O", "N", "N", "N", "N", "N", "N", "N", "N", "N", "N", "C", "C", "C", "C", "C", "C", "C", "C", "C", "C", "C", "C", "C", "C", "C", "C", "C", "C", "C", "C", "C", "C", "C", "C", "C", "C", "C", "C", "C", "C", "C", "C", "C", "C", "C", "C", "C", "C", "C", "C", "C", "H", "H", "H", "H", "H", "H", "H", "H", "H", "H", "H", "H", "H", "H", "H", "H", "H", "H", "H", "H", "H", "H", "H"], "positions_angstrom": [[12.03, 12.20, 8.04], [10.14, 10.28, 5.81], [9.07, 8.89, 6.92], [12.30, 10.37, 6.28], [9.93, 12.42, 6.55], [9.62, 9.76, 3.86], [13.94, 12.53, 6.97], [13.52, 10.77, 9.18], [15.48, 12.15, 9.48], [10.73, 13.43, 9.54], [12.52, 16.20, 5.74], [12.08, 15.36, 10.12], [12.24, 8.69, 8.97], [10.82, 10.65, 9.12], [12.03, 14.50, 7.12], [8.88, 11.86, 9.71], [13.49, 13.50, 9.46], [9.41, 13.09, 9.73], [15.64, 9.78, 9.09], [17.40, 8.24, 8.67], [7.51, 7.79, 10.75], [16.45, 7.24, 8.50], [14.40, 14.78, 6.50], [15.11, 7.52, 8.56], [6.88, 15.83, 10.56], [9.69, 7.21, 9.79], [9.57, 10.77, 9.57], [15.49, 14.46, 10.06], [13.01, 15.13, 6.45], [14.82, 16.74, 10.73], [14.66, 8.80, 8.82], [7.80, 16.85, 10.68], [7.80, 9.19, 10.65], [15.39, 15.72, 6.41], [9.94, 8.51, 9.62], [10.91, 14.75, 9.90], [14.90, 10.98, 9.28], [7.33, 14.61, 10.19], [14.55, 15.44, 10.26], [17.02, 9.51, 9.09], [8.99, 9.45, 10.01], [14.81, 13.19, 9.64], [11.10, 9.26, 9.21], [8.54, 6.84, 10.48], [17.15, 14.14, 6.42], [8.68, 14.29, 10.08], [13.26, 14.76, 9.90], [9.59, 15.38, 10.18], [10.88, 15.27, 6.86], [16.84, 14.76, 10.19], [9.18, 16.67, 10.46], [16.19, 13.12, 6.60], [17.20, 16.05, 10.54], [14.84, 13.41, 6.73], [16.74, 15.45, 6.35], [13.37, 9.42, 8.99], [16.23, 16.98, 10.82], [11.19, 16.31, 6.09], [16.57, 12.08, 6.77], [15.18, 16.82, 6.31], [7.38, 17.88, 10.88], [9.88, 17.51, 10.58], [14.08, 17.58, 10.77], [16.58, 18.01, 10.98], [17.52, 13.95, 10.01], [10.47, 6.46, 9.58], [6.69, 13.77, 10.11], [10.47, 17.03, 5.65], [7.03, 9.90, 11.02], [17.43, 16.22, 6.10], [5.83, 16.05, 10.64], [18.49, 8.05, 8.59], [8.32, 5.82, 10.60], [18.27, 16.20, 10.46], [17.71, 10.35, 9.25], [16.73, 6.26, 8.17], [18.17, 13.86, 6.30], [14.39, 6.71, 8.36], [9.89, 15.03, 7.29], [13.06, 16.87, 5.24], [6.61, 7.38, 11.16]], "lowdin_charge": [1.2566, -0.4543, 0.0577, 0.1115, 0.0658, -0.2298, -0.2899, 0.0532, 0.2038, 0.0262, 0.1217, 0.1842, 0.1992, 0.0019, 0.0022, 0.1958, 0.0822, -0.3026, -0.1065, -0.1072, -0.0752, -0.1112, -0.0885, -0.0252, -0.1175, -0.0644, -0.3533, -0.1029, -0.2449, -0.0059, -0.1025, -0.1115, -0.0060, -0.0726, -0.2713, -0.2935, -0.2777, -0.0302, -0.1150, -0.0253, -0.1584, -0.3291, -0.3276, -0.0838, -0.1064, -0.0900, -0.2675, -0.0993, -0.2072, -0.0308, -0.0264, -0.0126, -0.1214, -0.3688, -0.1439, -0.3271, -0.1195, -0.1115, 0.1250, 0.1149, 0.1093, 0.1090, 0.1162, 0.0869, 0.1048, 0.1245, 0.1042, 0.1174, 0.1100, 0.0753, 0.0946, 0.1013, 0.0722, 0.0957, 0.1106, 0.0848, 0.0854, 0.1213, 0.0805, 0.1352, 0.0750], "total_energy_ev": -165334.8528, "de_lowest_kcal_mol": 41.2, "homo_ev": [-1.05, -1.05], "mol_weight_g_mol": 1053.38, "homo_lumo_gap_ev": [3.95, 3.95], "lumo_ev": [2.90, 2.90], "charge": -2}